# 1
A structure of composition C26H41Br18ClN2O5P. Source: OMol25; level of theory: ωB97M-V with the def2-TZVPD basis set.

As for the HOMO energy: -5.00 eV. Its LUMO energy is 0.94 eV. The calculation puts the strongest force on any atom at 1.953 eV/A. Its charge is -1. For the total energy, the calculation gives -48634.51857 a.u.

Each line ends with the Löwdin charge.
Cartesian coordinates (Å):
C 3.1354 -0.3880 -0.3971  -0.09
C 2.0878 -0.2290 -0.9654  -0.19
C 0.7614 -0.1821 -1.5501  -0.26
P -0.7317 -0.0390 -0.3328  0.65
C -0.3284 -1.6350 0.6367  -0.28
C -0.6285 -1.4971 2.1325  -0.18
C -2.0587 -1.7022 2.5609  -0.49
N -2.9958 -2.4430 1.7310  0.08
O -2.4273 -1.2805 3.6352  0.05
C -1.9102 -1.0742 -1.4458  -0.31
C -2.6277 -0.3825 -2.6022  -0.75
C -3.5618 -1.4053 -3.2806  -0.17
Cl -1.5160 0.1728 -3.9054  0.61
O 0.3358 0.8476 0.7367  -0.27
C 0.2250 2.2319 0.5545  -0.36
C 0.7834 3.0821 1.6758  -0.13
C 1.0864 4.5159 1.2271  -0.18
C 1.1604 5.5559 2.3519  -0.19
C -0.1746 5.9250 2.9887  -0.21
N -0.7057 4.8975 3.8985  0.02
C 0.2078 4.5590 4.9467  -0.50
C 0.4283 3.0998 5.2408  0.00
O 0.8225 5.3992 5.5642  0.08
C -1.1757 2.4842 -0.0205  -0.35
C -2.3773 2.6187 0.9414  -0.06
C -2.9653 4.0167 0.8314  -0.33
C -4.4814 4.1940 1.4323  -0.01
O -3.0792 4.6700 1.9881  -0.12
O -1.3224 1.4966 -0.9915  -0.28
H 4.0238 -0.6323 0.1311  -0.09
H 0.7207 0.7094 -2.1815  0.06
H 0.5982 -1.0168 -2.2321  0.06
H -1.8733 0.0754 0.5925  0.06
H 0.7196 -1.9397 0.5417  0.07
H -0.9159 -2.4691 0.2728  -0.02
H -0.0740 -2.2964 2.6463  0.12
H -0.2761 -0.5624 2.5591  0.11
H -3.7931 -1.8296 1.6095  0.08
H -3.2652 -3.2739 2.2449  0.06
H -1.3570 -1.9016 -1.9017  0.06
H -2.7011 -1.4599 -0.8039  0.07
H -3.2768 0.4210 -2.2661  0.09
H -2.9374 -2.2579 -3.5631  0.06
H -4.3009 -1.7890 -2.5777  0.07
H -3.9926 -1.0238 -4.2052  0.05
H 0.9008 2.4295 -0.3048  0.15
H 0.1318 3.0426 2.5466  0.08
H 1.7327 2.6372 1.9851  0.12
H 0.4135 4.8629 0.4392  0.11
H 2.0823 4.4920 0.7757  0.11
H 1.5270 6.4780 1.8891  0.11
H 1.9131 5.3078 3.1030  0.11
H -0.8902 6.0223 2.1692  0.10
H -0.1352 6.9145 3.4558  0.11
H -1.5767 5.2237 4.3020  0.13
H 1.3638 2.7818 4.7798  0.09
H 0.5199 2.9325 6.3112  0.08
H -0.3771 2.4905 4.8346  0.08
H -1.0670 3.4595 -0.5187  0.13
H -3.1448 1.9431 0.5741  0.11
H -2.1377 2.4861 1.9946  0.14
H -2.7543 4.5621 -0.0791  0.08
H -4.9185 4.2537 2.4318  0.10
H -4.5390 3.0735 1.4454  0.05
C 0.0822 -5.9258 -0.4751  -1.62
Br 1.5428 -6.3281 0.7213  0.58
Br -1.3820 -5.0936 0.4454  0.65
Br 0.6719 -4.8672 -1.9703  0.59
H -0.2722 -6.8678 -0.8688  -0.04
C -4.3502 7.0530 -2.2448  -1.64
Br -4.7100 5.1861 -2.5209  0.59
Br -5.6850 7.8809 -1.1305  0.56
Br -2.5748 7.3350 -1.5507  0.57
H -4.3970 7.5348 -3.2099  -0.04
C 2.7861 -8.7805 -2.0428  -1.65
Br 2.1071 -8.6792 -3.8403  0.57
Br 1.9507 -10.2039 -1.0470  0.55
Br 4.7040 -8.9246 -2.0077  0.58
H 2.5260 -7.8537 -1.5484  -0.10
C 1.5183 -13.8768 0.3781  -1.66
Br 1.2129 -15.7712 0.2115  0.57
Br 0.2115 -13.0448 1.5222  0.56
Br 3.3149 -13.4945 0.9516  0.56
H 1.3999 -13.4477 -0.6069  -0.05
C 7.2048 0.7232 -2.0437  -1.60
Br 5.6765 0.1172 -1.0172  0.71
Br 7.6237 -0.5047 -3.4709  0.54
Br 6.9372 2.5128 -2.7027  0.56
H 8.0646 0.7512 -1.3899  -0.04
C 4.2003 0.5536 -6.2847  -1.63
Br 5.6594 -0.3808 -7.1363  0.54
Br 3.9273 -0.0372 -4.4803  0.59
Br 4.4332 2.4641 -6.3832  0.55
H 3.3063 0.3147 -6.8415  -0.03


# 2
A structure of composition C26H41Br2FeGeN2O4S. Source: OMol25; level of theory: ωB97M-V with the def2-TZVPD basis set.

The multiplicity is 2. Its expectation value of S² is 0.793. As for the HOMO energy (spin up / spin down): -14.32 / -14.31 eV. Its LUMO energy (spin up / spin down) is -6.46 / -6.39 eV. The calculation puts the strongest force on any atom at 1.133 eV/A. Its charge is +2. For the total energy, the calculation gives -10312.20214 a.u.

Each line ends with the Mulliken spin population.
Cartesian coordinates (Å):
Fe -0.1280 -0.1593 0.2921  1.04
C 0.4253 -2.5642 3.7388  0.00
C 0.7747 -2.5259 2.2543  0.01
C 2.1977 -3.0174 2.0542  0.00
C -0.2256 -3.3736 1.4846  0.00
O 0.6864 -1.1309 1.7988  -0.01
Ge 0.3098 0.3617 2.9511  0.00
O 0.9378 1.2237 1.3974  -0.03
C 1.8902 2.3403 1.4096  0.00
C 3.1521 1.9817 0.6426  0.00
C 2.2764 2.6337 2.8551  0.00
C 1.1832 3.5454 0.8128  0.00
O -1.2728 0.2529 1.7665  0.02
C -2.5483 0.9388 2.0105  0.00
C -2.8151 1.8886 0.8483  0.01
C -2.3952 1.7718 3.2796  0.00
C -3.6281 -0.1085 2.2728  0.00
H 0.4892 -3.5896 4.1023  0.00
H -0.5917 -2.2060 3.9175  0.00
H 1.1169 -1.9619 4.3304  0.00
H 2.2890 -4.0410 2.4178  0.00
H 2.9020 -2.3955 2.6092  0.00
H 2.4805 -3.0099 1.0031  0.00
H -0.2202 -4.3939 1.8668  0.00
H 0.0235 -3.4170 0.4250  0.00
H -1.2343 -2.9709 1.5968  0.00
H 3.5945 1.0767 1.0635  0.00
H 3.8869 2.7802 0.7428  0.00
H 2.9637 1.8338 -0.4218  0.00
H 2.7901 1.7855 3.3135  0.00
H 1.4069 2.8870 3.4649  0.00
H 2.9537 3.4871 2.8790  0.00
H 0.7927 3.3137 -0.1755  0.00
H 1.8664 4.3915 0.7304  0.00
H 0.3433 3.8459 1.4412  0.00
H -2.0145 2.6294 0.7984  0.00
H -3.7594 2.4131 0.9950  0.00
H -2.8524 1.3939 -0.1197  0.00
H -1.6363 2.5497 3.1582  0.00
H -2.1252 1.1486 4.1332  0.00
H -3.3422 2.2595 3.5118  0.00
H -3.6746 -0.8980 1.5277  0.00
H -4.6064 0.3692 2.3346  0.00
H -3.4328 -0.6004 3.2267  0.00
Br -3.9766 -3.4850 -3.9713  0.00
C -2.9471 -2.6361 -2.6756  0.00
C -3.5324 -1.8332 -1.7111  0.00
C -2.7181 -1.1895 -0.8003  0.00
N -1.3877 -1.3185 -0.7704  -0.04
C -0.8366 -2.1231 -1.6995  0.00
C -1.5664 -2.7800 -2.6680  0.00
C 0.6233 -2.1753 -1.6227  0.01
C 1.4326 -3.0849 -2.2743  0.00
C 2.8100 -2.9422 -2.1578  0.00
Br 3.9498 -4.1078 -3.0550  0.00
C 3.3218 -1.9211 -1.3682  0.00
C 2.4358 -1.0928 -0.7090  0.01
N 1.1105 -1.2102 -0.8395  -0.03
H -4.6034 -1.6977 -1.6657  0.00
H -3.1595 -0.5456 -0.0654  0.00
H -1.0744 -3.3815 -3.4185  0.00
H 1.0107 -3.8928 -2.8545  0.00
H 4.3872 -1.7889 -1.2433  0.00
H 2.7831 -0.3112 -0.0556  0.00
O -0.1785 1.0109 -1.2294  0.01
S 0.7587 1.6744 -2.2463  0.00
C -0.0690 3.2233 -2.7176  0.00
C -0.4669 3.1208 -4.1960  0.00
C 0.3787 2.0138 -4.8346  0.00
C 0.4142 0.8741 -3.8234  0.00
H 0.6408 4.0258 -2.5209  0.00
H -0.9102 3.3245 -2.0326  0.00
H -0.3046 4.0736 -4.6951  0.00
H -1.5262 2.8798 -4.2801  0.00
H 1.3900 2.3683 -5.0436  0.00
H -0.0467 1.6716 -5.7763  0.00
H 1.1855 0.1285 -4.0133  0.00
H -0.5580 0.3885 -3.7073  0.00